Formula: C2H4N4O
Source: the OMol25 dataset
Level of theory: ωB97M-V/def2-TZVPD

Calculated values
spin multiplicity	1
DFT total energy	-10143.743	eV
frontier orbital gap	10.859	eV
SMILES	NCc1nnno1
E_HOMO	-0.3849	hartree
relative energy (zero: lowest compared OMol25 entry of this formula, charge and spin)	78.2	kcal/mol

Geometry as XYZ:
```
11
Properties=species:S:1:pos:R:3:nbo_charge:R:1
N -1.8551 -0.4653 -0.0472 -0.7910
C -0.9377 0.5905 0.0565 -0.2719
C 0.5016 0.1229 -0.1079 0.4724
N 0.9250 -1.0712 -0.1528 -0.3678
N 2.3711 -0.9807 0.0943 -0.0169
N 2.6697 0.2613 0.0150 0.1042
O 1.5077 1.0673 -0.0896 -0.3081
H -1.3057 -1.0211 -0.6932 0.3675
H -1.8965 -1.0188 0.8309 0.3647
H -0.9283 1.2874 0.9425 0.2321
H -1.0516 1.2277 -0.8485 0.2150
```

---

Formula: C20H46O18Tl
Source: the OMol25 dataset
Level of theory: ωB97M-V/def2-TZVPD

Calculated values
spin multiplicity	1
DFT total energy	-63018.439	eV
total charge	+1
frontier orbital gap	3.233	eV
E_HOMO	-0.4076	hartree

Geometry as XYZ:
```
85
Properties=species:S:1:pos:R:3:mulliken_charge:R:1
Tl 0.2443 -4.1935 -3.2375 0.9392
C -2.0335 0.0519 -1.7422 -0.6200
C -1.7486 0.9757 -0.7401 0.1038
C -0.4385 0.8882 -0.0052 -0.2384
O 0.0643 1.8751 0.5563 -0.3816
C 0.4319 -0.1531 -0.2769 1.1539
C 0.0673 -1.2511 -1.1123 -0.6274
C -1.1021 -1.0013 -2.0708 0.4661
O -1.2845 -1.7950 -2.9723 -0.6468
O 0.7175 -2.2776 -1.2142 -0.3805
O -2.6250 1.7684 -0.4124 -0.4190
H -3.0146 0.0743 -2.2006 0.3014
H 1.3332 -0.1380 0.3206 1.1025
C -5.5240 -1.0160 -3.7011 -0.3694
O -6.7473 -1.5893 -3.3026 -0.5246
H -5.5899 -0.6219 -4.7198 0.2696
H -5.1497 -0.1876 -3.0954 0.1778
H -4.7289 -1.7704 -3.6892 0.1601
H -6.7008 -2.5348 -3.4523 0.3231
C 3.5141 3.2120 -0.1722 -0.3323
O 2.6218 2.6475 -1.1542 -0.5285
H 3.1312 4.1763 0.1760 0.2717
H 3.4043 2.6033 0.7376 -0.0200
H 4.5247 3.2275 -0.5589 0.2952
H 1.8503 2.3651 -0.6629 0.3274
C 1.5402 -1.2659 2.8584 0.2964
C 2.3510 0.0080 2.7404 0.2911
O 2.5171 0.7505 3.9552 -0.4981
O 0.1667 -1.0875 3.1568 -0.5080
H 2.1031 -1.9126 3.5380 0.6204
H 1.5567 -1.7711 1.8862 -0.5987
H 1.9157 0.7225 2.0374 -0.4477
H 3.3737 -0.1524 2.3821 0.4500
H 2.9608 0.1814 4.5947 0.3018
H -0.0050 -1.3310 4.0718 0.2648
C -2.9349 0.8895 3.2094 -0.2896
C -3.7941 1.9926 3.7448 -0.5913
O -4.0700 2.9655 2.7282 -0.4897
O -1.7130 1.4296 2.7866 -0.0599
H -3.4499 0.3060 2.4321 0.2483
H -2.8268 0.1874 4.0543 0.2650
H -3.2511 2.4859 4.5532 0.1349
H -4.7368 1.5919 4.1239 0.4724
H -5.0223 2.9805 2.6055 0.2892
H -0.9909 0.7957 2.7135 0.0746
C 1.1761 -5.0936 0.3876 0.2570
C -0.2759 -5.4962 0.1090 -0.8083
O -1.0296 -4.4734 -0.5534 -0.4139
O 1.8264 -5.0919 -0.8791 -0.4838
H 1.6182 -5.8461 1.0530 0.4888
H 1.3147 -4.1141 0.8614 -0.3111
H -0.7599 -5.6415 1.0834 0.4451
H -0.2744 -6.5073 -0.3040 0.3201
H -1.6825 -4.2143 0.0981 0.2834
H 2.7698 -4.9432 -0.7154 0.2720
C 4.0032 -1.4510 -1.1801 0.1965
C 5.3278 -1.3849 -1.9082 -0.7365
O 5.1727 -1.5899 -3.2962 -0.5112
O 3.4184 -2.7255 -1.4146 -0.5322
H 3.3314 -0.6560 -1.5263 0.1841
H 4.2203 -1.3435 -0.1100 0.0489
H 5.9308 -2.2010 -1.4810 0.3045
H 5.8685 -0.4571 -1.6950 0.3969
H 6.0311 -1.4721 -3.7114 0.3079
H 2.4710 -2.6598 -1.2156 0.3282
C -1.5124 1.8495 -4.7202 -0.1151
C -1.3958 0.4628 -5.3215 -0.0534
O -1.6083 0.4216 -6.7202 -0.5612
O -0.4065 2.7175 -4.8451 -0.5106
H -1.5836 1.6735 -3.6240 -0.0042
H -2.4209 2.3533 -5.0422 0.3803
H -2.1705 -0.1915 -4.9031 0.0857
H -0.4528 0.0160 -5.0015 0.1993
H -2.5250 0.6053 -6.9366 0.3347
H 0.3652 2.3315 -4.4197 0.3108
C -0.1553 3.8619 4.8275 -0.2115
C 0.9801 4.1962 3.8590 -0.4969
O 0.7302 3.6997 2.5595 -0.4353
O -1.3423 4.5600 4.5338 -0.5030
H 0.1696 4.2096 5.8190 0.4505
H -0.2553 2.7788 4.9412 0.1139
H 1.8799 3.6920 4.2298 0.2517
H 1.1310 5.2735 3.8950 0.3453
H 0.9394 2.7684 2.4976 0.0600
H -1.7321 4.9806 5.2995 0.2932
```

---

Formula: C29H73InNO9
Source: the OMol25 dataset
Level of theory: ωB97M-V/def2-TZVPD

Calculated values
spin multiplicity	1
DFT total energy	-56346.215	eV
total charge	-1
frontier orbital gap	5.859	eV
E_HOMO	-0.1386	hartree

Geometry as XYZ:
```
113
Properties=species:S:1:pos:R:3:mulliken_charge:R:1
C -3.0119 -2.9577 -5.8044 -1.2814
C -1.9982 -3.1713 -4.6831 0.0682
O -2.0367 -4.5553 -4.2643 -0.4161
C -2.4926 -4.6742 -2.9724 0.4334
O -3.5815 -4.2076 -2.6323 -0.6236
C -1.5495 -5.3472 -2.0250 -0.4631
C -0.3157 -4.4381 -1.7627 0.5993
C -0.1562 -4.0722 -0.2768 -1.5432
In -0.4970 -1.8615 0.0964 0.8709
C 1.1627 -0.8372 -1.0653 -0.6711
C 1.3252 0.6152 -0.6277 -0.6372
O 0.2962 1.4589 -1.1470 -0.5097
C -0.3021 -1.5354 2.3012 -1.3517
C -1.2882 -0.5319 2.8991 -0.5497
C -1.3301 0.8181 2.1847 0.9187
N -2.7214 1.2661 1.9891 -0.6943
H -2.5422 -2.5824 -6.7084 0.2150
H -3.4909 -3.9037 -6.0288 0.4384
H -3.7915 -2.2578 -5.5149 0.2419
H -0.9914 -2.9597 -5.0164 0.3102
H -2.1944 -2.5050 -3.8516 0.3729
H -1.2146 -6.3097 -2.4056 0.3005
H -2.1149 -5.5259 -1.1198 0.2931
H -0.3296 -3.5584 -2.4034 0.0048
H 0.5548 -5.0165 -2.0597 -0.3279
H -0.8285 -4.6229 0.3736 0.4275
H 0.8760 -4.2363 0.0239 0.3775
H -2.0625 -1.3245 -0.5752 -0.4046
H 2.1044 -1.3598 -0.8802 0.3491
H 0.9535 -0.9042 -2.1338 0.1705
H 2.3065 1.0114 -0.9192 0.4143
H 1.2897 0.6602 0.4585 0.1654
H 0.6086 1.8004 -1.9798 0.2844
H 0.7268 -1.2773 2.5521 0.3639
H -0.4871 -2.5060 2.7661 0.4309
H -0.9807 -0.3271 3.9309 -0.1317
H -2.2880 -0.9540 2.9793 0.5879
H -0.8407 1.5692 2.8025 -0.0485
H -0.8111 0.7760 1.2281 -0.4273
H -3.3126 0.4732 1.8013 0.2079
H -2.7854 1.9324 1.2371 0.2297
C 3.1886 -8.6751 -2.2459 -1.4691
C 2.1962 -7.7447 -2.9286 0.7359
C 2.0082 -8.1100 -4.3939 -1.2981
O 2.6223 -6.3932 -2.8083 -0.5124
H 4.1707 -8.5992 -2.7222 0.3534
H 3.3094 -8.3988 -1.1985 0.3643
H 2.8601 -9.7147 -2.2977 0.3626
H 1.2355 -7.7968 -2.4147 0.1749
H 2.9556 -8.0172 -4.9335 0.3285
H 1.2940 -7.4342 -4.8643 0.3077
H 1.6467 -9.1339 -4.5059 0.3732
H 3.4712 -6.3043 -3.2515 0.3003
C -0.3893 2.3994 5.8777 -0.9708
C 0.7806 1.4327 5.9612 0.4299
C 1.8347 1.9154 6.9494 -1.3935
O 1.3619 1.2450 4.6742 -0.4832
H -0.0512 3.3792 5.5249 0.2546
H -1.1286 2.0348 5.1634 0.1903
H -0.8731 2.5312 6.8397 0.3906
H 0.4182 0.4500 6.2668 0.2620
H 2.2397 2.8807 6.6303 0.2850
H 2.6663 1.2109 6.9986 0.3476
H 1.4150 2.0320 7.9509 0.3675
H 1.6897 2.0941 4.3639 0.3241
C -4.6704 4.4204 6.0180 -1.3509
C -3.9739 4.0545 7.3203 0.4241
C -4.4281 4.9491 8.4660 -1.3004
O -2.5624 4.1356 7.1623 -0.3402
H -4.4292 5.4493 5.7356 0.3319
H -4.3337 3.7709 5.2099 0.3229
H -5.7547 4.3325 6.1076 0.4010
H -4.1871 3.0127 7.5648 0.2656
H -4.1788 5.9924 8.2544 0.3013
H -3.9197 4.6735 9.3907 0.3059
H -5.5058 4.8758 8.6245 0.4121
H -2.3305 5.0462 6.9513 0.2196
C -0.4415 1.5714 -4.8621 -1.1890
C -0.1585 0.4724 -5.8758 0.4950
C -0.1400 1.0040 -7.3002 -1.4181
O -1.1278 -0.5653 -5.7449 -0.3551
H -1.4246 2.0144 -5.0454 0.3461
H -0.4513 1.1636 -3.8502 0.1649
H 0.3091 2.3629 -4.9164 0.4439
H 0.8034 0.0101 -5.6499 0.1991
H -1.1142 1.4324 -7.5598 0.4198
H 0.0644 0.2025 -8.0033 0.2748
H 0.6222 1.7739 -7.4256 0.3201
H -1.9948 -0.1921 -5.9330 0.2663
C 3.6725 0.2562 -10.8271 -1.3307
C 3.5602 0.4356 -9.3202 0.4372
C 4.7636 -0.1512 -8.5977 -1.3227
O 2.3574 -0.1591 -8.8396 -0.4182
H 3.7099 -0.8066 -11.0816 0.3547
H 2.8032 0.6827 -11.3281 0.3184
H 4.5711 0.7357 -11.2186 0.3827
H 3.4778 1.4979 -9.0858 0.2381
H 4.8331 -1.2260 -8.7859 0.3563
H 4.6667 -0.0133 -7.5209 0.3234
H 5.6924 0.3170 -8.9274 0.3778
H 2.3975 -1.1019 -9.0296 0.2994
C 1.7029 6.6063 8.0109 -1.2713
C 0.2916 7.0885 8.3107 0.4274
C 0.2310 7.8599 9.6210 -1.3556
O -0.6079 5.9828 8.3453 -0.3964
H 2.0476 5.9271 8.7954 0.3472
H 1.7263 6.0567 7.0699 0.2690
H 2.4028 7.4409 7.9456 0.3989
H -0.0549 7.7270 7.4968 0.2494
H 0.5327 7.2185 10.4536 0.3549
H -0.7867 8.1971 9.8192 0.3308
H 0.8892 8.7299 9.6007 0.3832
H -0.3319 5.3914 9.0518 0.2647
```

---

Formula: C35H41N2P2SSi2TeV
Source: the OMol25 dataset
Level of theory: ωB97M-V/def2-TZVPD

Calculated values
spin multiplicity	1
DFT total energy	-118078.326	eV
total charge	+2
frontier orbital gap (spin up / spin down)	6.051 / 6.064	eV
E_HOMO (spin up / spin down)	-0.4827 / -0.4828	hartree
relative energy (zero: lowest compared OMol25 entry of this formula, charge and spin)	25.7	kcal/mol

Geometry as XYZ:
```
85
Properties=species:S:1:pos:R:3:mulliken_charge:R:1
V 0.1613 -0.7693 1.0842 -1.0643
C -3.1553 -3.8324 0.6418 -0.9019
Si -1.3688 -3.5471 0.2380 -0.1160
C -0.8049 -4.3396 -1.3434 -0.9922
C -0.2181 -4.0372 1.6295 -1.0521
N -1.1201 -1.7627 0.1073 0.6543
P -1.8764 -0.3954 -0.5031 2.2956
C -0.5164 0.5777 -0.0171 -1.6372
P 1.1032 0.8342 -0.6341 2.6178
N 1.8018 -0.0153 0.6404 0.5435
Si 3.4227 0.0701 1.4696 -0.3667
C 3.0748 0.2019 3.2864 -0.8629
C 4.2571 -1.5270 1.0240 -1.0328
C 4.3764 1.5596 0.9021 -0.9224
C 1.6600 0.0333 -2.1381 0.6115
C 2.9759 0.3191 -2.5239 -0.5000
C 3.5580 -0.3640 -3.5773 -1.0452
C 2.8400 -1.3433 -4.2521 -0.6999
C 1.5452 -1.6464 -3.8602 -1.0757
C 0.9574 -0.9676 -2.8031 -0.2567
C 1.4927 2.5724 -0.6906 0.9287
C 1.9321 3.2089 -1.8506 -0.6021
C 2.2040 4.5690 -1.8224 -0.7753
C 2.0390 5.2878 -0.6482 -0.6279
C 1.5852 4.6554 0.5047 -0.5181
C 1.3063 3.3018 0.4840 -0.7376
C -2.2409 -0.4155 -2.2440 0.4717
C -2.7784 -1.5465 -2.8562 0.2522
C -3.1106 -1.5041 -4.2007 -1.0963
C -2.9105 -0.3363 -4.9268 -0.6847
C -2.3895 0.7954 -4.3125 -0.7979
C -2.0554 0.7604 -2.9686 -0.2930
C -3.3616 0.1083 0.3326 0.5639
C -3.3029 1.1047 1.3073 -0.3448
C -4.4592 1.5122 1.9492 -0.8463
C -5.6732 0.9166 1.6304 -0.6266
C -5.7370 -0.0709 0.6553 -0.8739
C -4.5860 -0.4692 -0.0037 -0.3908
H -3.3329 -4.8978 0.8066 0.4680
H -3.4536 -3.2998 1.5473 0.3039
H -3.8209 -3.5189 -0.1655 0.2897
H -1.0159 -5.4113 -1.3106 0.4723
H -1.2897 -3.9368 -2.2322 0.3439
H 0.2740 -4.2180 -1.4655 0.2885
H 0.0862 -5.0780 1.4955 0.4105
H 0.7210 -3.4652 1.6431 0.2035
H -0.6714 -3.9531 2.6183 0.2853
H 2.6557 -0.7169 3.7042 0.3098
H 4.0144 0.3950 3.8109 0.5170
H 2.3976 1.0289 3.5135 0.0575
H 3.6243 -2.3849 1.2639 0.3305
H 4.5001 -1.5757 -0.0394 0.3296
H 5.1885 -1.6409 1.5833 0.3934
H 3.9097 2.4937 1.2185 0.2995
H 5.3559 1.5012 1.3859 0.4969
H 4.5564 1.6127 -0.1706 0.2800
H 3.5511 1.0746 -2.0070 0.3687
H 4.5720 -0.1307 -3.8723 0.4792
H 3.2952 -1.8732 -5.0778 0.4377
H 0.9877 -2.4173 -4.3753 0.5297
H -0.0451 -1.2394 -2.5054 0.4289
H 2.0459 2.6627 -2.7764 0.5357
H 2.5422 5.0663 -2.7210 0.4623
H 2.2571 6.3472 -0.6310 0.4332
H 1.4480 5.2227 1.4156 0.4793
H 0.9552 2.8070 1.3772 -0.1052
H -2.9405 -2.4584 -2.2941 0.5301
H -3.5282 -2.3782 -4.6816 0.4861
H -3.1693 -0.3069 -5.9766 0.4462
H -2.2453 1.7038 -4.8810 0.4906
H -1.6531 1.6472 -2.4895 0.4571
H -2.3572 1.5760 1.5465 0.3332
H -4.4137 2.2925 2.6968 0.4880
H -6.5763 1.2308 2.1360 0.4301
H -6.6861 -0.5195 0.3968 0.4567
H -4.6549 -1.2148 -0.7873 0.4252
Te -1.0158 -0.9000 3.4371 0.1567
C -0.2374 0.7660 4.3866 0.1814
C 0.4493 0.7815 5.5722 -0.4858
C 0.7853 2.0922 5.9945 -0.5373
C 0.3365 3.0505 5.1357 -0.5762
S -0.5092 2.3635 3.8177 0.0556
H 0.7112 -0.1120 6.1207 0.4474
H 1.3275 2.3121 6.9019 0.4185
H 0.4407 4.1204 5.2235 0.4687
```